# C14H48N10O10

A 10-piece molecular cluster, C14H48N10O10 overall (ωB97M-V with the def2-TZVPD basis set, the Open Molecules 2025 dataset).

Computed properties:
SMILES: NC(N)=O.NC(N)=O.NC(N)=O.NC(N)=O.NC(N)=O.CCO.CCO.CCO.CCO.CO
Relative energy (zero: lowest compared OMol25 entry of this formula, charge and spin), kcal/mol: 213.7
E, eV: -50669.128
HOMO energy, Eh: -0.340
E_LUMO, eV: -0.1

Bonds (Å) are listed after each position.
Cartesian coordinates (Å):
1 N -2.180 -2.242 2.963  C2 1.280, H5 1.027, H6 1.037
2 C -1.072 -2.468 3.562  N1 1.280, N3 1.341, O4 1.381
3 N -0.653 -3.740 3.488  C2 1.341, H7 1.057, H8 1.068
4 O -0.319 -1.406 4.024  C2 1.381
5 H -2.557 -1.293 3.067  N1 1.027
6 H -2.886 -2.925 2.628  N1 1.037
7 H 0.170 -3.998 4.099  N3 1.057
8 H -1.285 -4.525 3.132  N3 1.068
9 N 1.081 1.805 -1.386  C10 1.321, H13 1.023, H14 1.039
10 C 1.808 2.814 -1.831  N9 1.321, N11 1.283, O12 1.406
11 N 1.779 2.929 -3.108  C10 1.283, H15 1.013, H16 0.991
12 O 2.542 3.708 -1.032  C10 1.406
13 H 1.262 1.590 -0.402  N9 1.023
14 H 0.668 1.046 -1.964  N9 1.039
15 H 2.455 3.602 -3.450  N11 1.013
16 H 1.291 2.372 -3.768  N11 0.991
17 N -1.610 -2.550 0.368  C18 1.294, H21 1.024, H22 0.998
18 C -0.760 -3.437 -0.038  N17 1.294, N19 1.267, O20 1.368
19 N -0.153 -4.036 0.900  C18 1.267, H23 1.025, H24 1.081
20 O -0.565 -3.741 -1.358  C18 1.368
21 H -2.219 -2.064 -0.297  N17 1.024
22 H -1.678 -2.348 1.343  N17 0.998
23 H 0.500 -4.771 0.608  N19 1.025
24 H -0.225 -3.794 1.951  N19 1.081
25 N -3.549 1.972 -1.871  C26 1.289, H29 1.094, H30 1.037
26 C -4.224 1.894 -0.776  N25 1.289, N27 1.336, O28 1.413
27 N -5.345 1.173 -0.868  C26 1.336, H31 1.010, H32 1.061
28 O -3.810 2.231 0.533  C26 1.413
29 H -2.557 2.430 -1.810  N25 1.094
30 H -3.973 1.880 -2.813  N25 1.037
31 H -5.694 0.966 0.057  N27 1.010
32 H -5.902 0.860 -1.715  N27 1.061
33 N -1.256 3.259 -1.498  C34 1.315, H37 1.023, H38 1.021
34 C -1.508 4.094 -2.482  N33 1.315, N35 1.285, O36 1.360
35 N -0.660 4.043 -3.447  C34 1.285, H39 1.015, H40 0.993
36 O -2.686 4.772 -2.534  C34 1.360
37 H -1.758 3.291 -0.607  N33 1.023
38 H -0.370 2.754 -1.537  N33 1.021
39 H -0.856 4.677 -4.215  N35 1.015
40 H 0.275 3.782 -3.239  N35 0.993
41 C -0.681 0.610 0.934  C42 1.565, H44 1.124, H45 1.064, H46 1.075
42 C 0.798 0.300 1.343  C41 1.565, O43 1.371, H47 1.100, H48 1.075
43 O 1.628 1.383 1.199  C42 1.371, H49 0.909
44 H -1.052 1.528 1.465  C41 1.124
45 H -1.357 -0.190 1.120  C41 1.064
46 H -0.862 0.870 -0.094  C41 1.075
47 H 1.008 -0.618 0.774  C42 1.100
48 H 0.828 -0.031 2.365  C42 1.075
49 H 2.476 1.219 1.480  O43 0.909
50 C -0.972 0.128 -3.501  C51 1.543, H53 1.097, H54 1.083, H55 1.130
51 C -0.340 -1.016 -2.680  C50 1.543, O52 1.388, H56 1.115, H57 1.017
52 O 0.991 -0.776 -2.370  C51 1.388, H58 1.008
53 H -0.897 1.026 -2.875  C50 1.097
54 H -2.042 0.063 -3.656  C50 1.083
55 H -0.512 0.361 -4.506  C50 1.130
56 H -0.384 -1.987 -3.227  C51 1.115
57 H -0.904 -1.223 -1.860  C51 1.017
58 H 1.371 -1.598 -1.928  O52 1.008
59 C 3.488 -1.869 1.720  C60 1.505, H62 1.031, H63 1.125, H64 1.110
60 C 2.680 -2.606 2.753  C59 1.505, O61 1.418, H65 1.105, H66 1.078
61 O 3.558 -2.891 3.829  C60 1.418, H67 0.928
62 H 2.906 -1.920 0.870  C59 1.031
63 H 4.418 -2.456 1.483  C59 1.125
64 H 3.635 -0.823 2.063  C59 1.110
65 H 2.367 -3.569 2.308  C60 1.105
66 H 1.826 -2.065 3.128  C60 1.078
67 H 4.292 -3.382 3.543  O61 0.928
68 C 6.132 0.688 -0.069  C69 1.520, H71 1.136, H72 1.123, H73 1.114
69 C 4.825 1.417 -0.334  C68 1.520, O70 1.464, H74 1.064, H75 1.087
70 O 3.890 0.321 -0.595  C69 1.464, H76 0.948
71 H 6.004 0.001 0.827  C68 1.136
72 H 6.940 1.404 0.243  C68 1.123
73 H 6.463 0.103 -0.957  C68 1.114
74 H 4.863 1.958 -1.249  C69 1.064
75 H 4.383 2.057 0.425  C69 1.087
76 H 3.166 0.666 -1.100  O70 0.948
77 C -4.660 -0.566 2.116  O78 1.390, H79 1.094, H80 1.084, H81 1.104
78 O -3.548 0.201 2.443  C77 1.390, H82 0.994
79 H -5.594 -0.078 2.408  C77 1.094
80 H -4.544 -1.508 2.641  C77 1.084
81 H -4.632 -0.712 1.022  C77 1.104
82 H -3.474 0.974 1.821  O78 0.994